This record from OMol25 describes one molecule with the formula C5H2F9NO4S. The level of theory is ωB97M-V/def2-TZVPD.

Each line ends with the Löwdin charge.
Cartesian coordinates (Å):
F -0.394 2.838 -0.461  0.127
C -1.700 0.988 0.098  -0.358
O 1.798 2.511 0.814  -0.226
S 1.217 1.218 0.711  0.718
F -0.059 1.032 -1.629  0.119
C -0.301 1.508 -0.397  -0.431
H 2.928 0.903 -0.624  0.132
C -1.384 -1.660 -0.172  -0.544
O 3.930 -0.705 0.899  0.192
O 2.131 -1.941 0.435  0.127
F -1.757 1.033 1.431  0.163
F -2.605 1.867 -0.398  0.154
F -3.401 -0.575 0.237  0.167
C 2.861 -0.818 0.425  -0.601
F -0.956 -1.717 1.080  0.201
F -0.324 -1.653 -1.002  0.157
H 1.784 -2.131 -0.449  0.117
F -2.473 -0.299 -1.731  0.170
F -2.109 -2.737 -0.438  0.204
C -2.232 -0.390 -0.414  -0.345
O 0.845 0.436 1.837  -0.227
N 2.201 0.293 -0.251  -0.014

Calculated values
* net charge: 0
* E_tot: -1844.41935 Ha
* structure (SMILES): O=C(O)NS(=O)(=O)C(F)(F)C(F)(F)C(F)(F)C(F)(F)F
* M: 343.1 g mol⁻¹



This record from OMol25 describes one molecule with the formula C5H2N2O. The level of theory is ωB97M-V/def2-TZVPD.

Each line ends with the Löwdin charge.
Cartesian coordinates (Å):
O -1.676 0.635 2.009  0.159
N -1.461 -0.895 0.329  0.133
H 1.166 1.035 1.529  0.133
C 0.522 0.016 -0.409  -0.195
H -0.708 -1.528 -1.606  0.117
N 2.401 0.247 -2.264  0.145
C 1.718 0.091 -1.279  -0.134
C -0.938 0.164 1.215  -0.448
C 0.473 0.562 0.840  0.091
C -0.713 -0.840 -0.777  0.000

Calculated values
* net charge: 0
* E_tot: -376.39345 Ha
* structure (SMILES): N#CC1=CC(=O)N=C1
* M: 106.1 g mol⁻¹
* ΔE to the lowest compared entry with this formula, charge and spin: 12.59 kcal per mole



This record from OMol25 describes one molecule with the formula C5H2O. The level of theory is ωB97M-V/def2-TZVPD.

Each line ends with the Löwdin charge.
Cartesian coordinates (Å):
C 1.270 -0.312 -0.114  -0.038
O -0.072 -2.176 -0.357  0.122
H -2.982 1.153 0.333  0.042
C 0.019 -0.984 -0.164  -0.472
C -2.091 0.579 0.198  0.165
C -1.091 -0.071 0.043  -0.031
C 2.072 0.577 -0.005  0.184
H 2.876 1.232 0.066  0.028

Calculated values
* net charge: 0
* E_tot: -266.80507 Ha
* structure (SMILES): C#CC(=O)C#C
* M: 78.1 g mol⁻¹
* ΔE to the lowest compared entry with this formula, charge and spin: 8.59 kcal per mole



This record from OMol25 describes one molecule with the formula C5H2O. The level of theory is ωB97M-V/def2-TZVPD.

Each line ends with the Löwdin charge.
Cartesian coordinates (Å):
H 3.210 0.869 0.071  0.046
C 2.358 0.224 0.055  0.211
H -3.390 0.864 0.556  0.037
O 0.489 -1.525 -0.039  0.069
C 1.320 -0.384 -0.218  -0.305
C -2.449 0.453 0.253  0.142
C -1.384 -0.030 -0.055  -0.076
C -0.155 -0.471 -0.623  -0.124

Calculated values
* net charge: 0
* E_tot: -266.65991 Ha
* M: 78.1 g mol⁻¹
* ΔE to the lowest compared entry with this formula, charge and spin: 99.68 kcal per mole



This record from OMol25 describes a 10-piece molecular cluster, C5H30N10O10 overall. The level of theory is ωB97M-V/def2-TZVPD.

Each line ends with the Löwdin charge.
Cartesian coordinates (Å):
O 4.277 -1.415 1.908  0.013
C -0.472 -2.735 -2.784  -0.759
N -0.624 -1.131 3.188  0.167
H 2.028 -0.427 -2.736  0.009
N 3.186 0.470 2.116  0.190
H 0.273 -2.971 -4.631  0.103
C -3.746 -0.189 -0.190  -0.832
N -3.023 -0.031 -1.219  0.190
N -0.864 2.685 -2.648  0.189
H -1.140 -2.678 1.288  -0.009
O -0.024 2.354 1.998  -0.269
H -4.427 1.084 1.211  0.110
H 1.490 0.236 -1.485  -0.028
H 1.250 3.256 0.350  -0.002
H -2.481 -3.371 1.179  0.052
H -3.537 2.998 -3.571  0.126
O -1.661 -3.233 0.707  -0.046
N -3.828 0.964 0.406  0.162
O 1.224 3.075 -0.589  -0.093
O -0.055 0.278 -0.282  -0.079
H 2.440 -0.064 1.695  0.098
O 0.724 -1.645 1.496  0.005
H 0.182 1.980 2.855  -0.061
H -0.397 0.866 0.391  -0.010
H -1.109 -0.628 2.458  0.105
C 4.206 -0.252 2.267  -0.836
N -2.544 2.873 -3.711  0.154
H 6.218 0.108 2.625  0.104
H -3.148 1.645 0.100  0.068
H 1.134 -1.536 4.619  0.080
H -0.523 2.895 -3.575  0.125
O 2.305 0.047 -1.952  -0.067
H -2.010 2.319 -4.365  0.124
H 0.141 -0.534 0.186  -0.020
N -0.016 -2.989 -1.560  0.171
C 0.468 -1.603 2.685  -0.798
H 2.042 2.610 -0.767  0.030
N 0.512 -2.948 -3.650  0.144
H -0.594 -0.745 4.120  0.061
H -0.391 3.216 2.195  0.000
H 0.929 -3.295 -1.377  0.109
H 2.265 -1.959 3.333  0.093
N 1.324 -1.806 3.664  0.172
O -4.364 -1.177 0.135  0.013
H -2.529 -0.824 -1.603  0.089
O -1.597 -2.376 -2.936  0.059
H 1.377 -3.413 -3.414  0.103
C -2.092 2.892 -2.508  -0.851
H 5.158 1.442 2.820  0.082
H -0.327 2.759 -1.796  0.083
H 3.160 1.421 2.454  0.078
N 5.269 0.453 2.647  0.140
O -2.683 2.925 -1.461  0.037
H -2.783 0.902 -1.525  0.072
H -0.596 -2.780 -0.760  0.053

Calculated values
* net charge: -1
* spin multiplicity: 2
* expectation value of S²: 0.750
* E_tot: -1508.57562 Ha
* M: 390.4 g mol⁻¹



This record from OMol25 describes a 10-piece molecular cluster, C5H30N2O10 overall. The level of theory is ωB97M-V/def2-TZVPD.

Each line ends with the Löwdin charge.
Cartesian coordinates (Å):
H -0.484 0.243 2.640  0.096
H 0.578 0.092 -3.619  -0.021
O 4.108 -1.084 0.903  -0.065
C -2.400 -0.050 1.891  -0.091
H 0.079 -3.271 2.071  0.039
H 1.743 -0.699 -4.278  0.062
O 1.343 -2.151 -0.417  -0.044
H 3.259 2.393 1.091  0.059
H 2.024 1.762 1.758  0.020
C -0.551 1.446 -0.856  -0.456
N -1.364 -0.224 2.894  0.168
H -2.697 1.501 -0.409  0.163
H 0.187 2.680 -2.485  0.129
O -0.736 3.377 1.926  -0.022
O -1.475 0.257 -3.742  -0.028
H -2.600 -1.764 -1.183  0.107
H 1.289 -0.635 3.540  0.046
H 3.422 -1.430 0.297  0.013
O 1.393 -1.311 2.868  -0.038
H -3.263 -0.743 2.158  0.156
O -0.477 -3.135 1.293  -0.070
C -3.009 -1.176 -0.332  -0.027
H 2.308 -1.473 2.608  0.045
O 0.342 0.706 -0.524  0.106
H 2.404 0.009 -1.067  0.008
H -3.179 -2.056 0.249  0.083
H -0.971 -0.543 -3.905  0.041
H -0.844 3.767 1.050  0.031
H -0.082 -2.504 0.670  -0.028
O 2.967 1.646 1.618  -0.029
N -1.867 0.921 -0.410  0.127
H 3.921 -0.269 -0.913  0.026
O 1.478 -0.202 -3.500  -0.031
H -3.860 -0.640 -0.707  0.089
C -1.941 -0.275 0.284  -0.298
H 0.921 -1.763 -1.193  0.044
H -1.512 2.938 -2.039  0.101
H 1.525 -3.047 -0.722  0.091
H -2.746 0.977 1.990  0.110
H -2.300 0.133 -3.278  0.039
H 3.617 -0.388 1.360  -0.005
H -1.055 2.498 1.689  -0.010
O 3.171 -0.431 -1.496  -0.092
H -1.015 -0.895 0.159  0.128
H -0.058 3.400 -1.051  0.126
C -0.556 2.603 -1.674  0.016
H -1.040 -1.190 2.793  0.086

Calculated values
* net charge: +1
* spin multiplicity: 2
* expectation value of S²: 0.758
* E_tot: -1070.05046 Ha
* M: 278.3 g mol⁻¹
* ΔE to the lowest compared entry with this formula, charge and spin: 56.83 kcal per mole